<i>
Molecular formula: C5H15NO2
Method: DFT, ωB97M-V/def2-TZVPD

frontier orbital gap: 3.0 eV
LUMO energy: -4.19 eV

Geometry (Å):
C: -0.0231 0.9541 -0.1235
N: -1.3634 -1.0819 -0.3115
C: -0.1392 -0.4697 -0.7018
C: 2.9312 -0.1442 -1.3852
C: 3.2799 -0.8608 -0.2863
C: 2.7135 -1.8960 0.3967
H: -0.4363 0.9095 0.8854
H: 1.0044 1.3091 -0.0099
H: -0.5945 1.6461 -0.7299
H: -1.7875 -1.6837 -0.9909
H: -0.0700 -0.3790 -1.8048
H: 0.6639 -1.0717 -0.2927
H: 2.4084 -0.6231 -2.2093
H: 3.4041 0.7946 -1.6199
H: 4.1926 -0.4863 0.1785
H: 3.2266 -2.2578 1.2685
H: 1.8394 -2.3981 -0.0002
H: -3.4209 0.0225 2.2088
H: -1.9514 -0.5041 0.3352
O: -2.8751 0.1194 1.4251
H: -2.7999 1.6966 0.9144
H: -2.9190 3.2208 1.1364
O: -2.7687 2.5806 0.4349

Löwdin atomic charge list, values in e, 2 entries:
1. C -0.08
2. N 0.08

<ii>
Molecular formula: C5H15NO2
Method: DFT, ωB97M-V/def2-TZVPD

frontier orbital gap: 9.9 eV
SMILES: CCCCNCO.O
LUMO energy: 0.80 eV

Geometry (Å):
C: 2.0137 -0.1892 1.8659
C: 0.9110 0.6058 1.2094
C: 0.9968 0.6933 -0.3295
C: 0.3416 -0.3139 -1.1545
N: -1.1623 -0.5780 -1.0213
C: -1.6290 -1.8704 -1.3963
O: -2.2900 -2.4184 -0.3203
H: 2.3547 0.2404 2.8432
H: 2.9298 -0.2570 1.1751
H: 1.7434 -1.2375 1.9939
H: -0.0590 0.1271 1.5203
H: 0.9267 1.6574 1.5795
H: 2.0191 0.8819 -0.6741
H: 0.5122 1.6351 -0.5321
H: 0.5727 0.0815 -2.2295
H: 1.1051 -1.1652 -0.9985
H: -1.3031 -0.2513 0.0034
H: -2.4188 -1.8678 -2.1676
H: -0.8142 -2.5711 -1.7541
H: -3.0511 -1.8929 -0.0209
O: -1.6701 2.9825 0.1452
H: -0.8766 3.4993 0.5078
H: -1.1528 2.2083 -0.2445

Löwdin atomic charge list, values in e, 2 entries:
1. C -0.13
2. C -0.27

<iii>
Molecular formula: C5H15NO2
Method: DFT, ωB97M-V/def2-TZVPD

frontier orbital gap: 9.7 eV
SMILES: CCN[C@H](C)CO.O
LUMO energy: 0.83 eV

Geometry (Å):
C: 0.5548 3.0606 0.5830
C: 0.4457 1.5994 1.0132
N: 0.4600 0.7244 -0.1259
C: 0.4282 -0.7106 0.2032
C: 1.8015 -1.2078 0.6313
C: -0.0400 -1.4316 -1.0461
O: -0.3829 -2.8109 -0.7691
H: 0.4329 3.7486 1.4269
H: 1.5726 3.2432 0.1965
H: -0.1289 3.2471 -0.2425
H: 1.2177 1.4204 1.7880
H: -0.4933 1.4335 1.5591
H: 1.2532 0.9000 -0.7325
H: -0.2873 -0.8139 1.0222
H: 2.0722 -0.7010 1.5625
H: 1.7851 -2.2670 0.8915
H: 2.6006 -1.0395 -0.0949
H: 0.7594 -1.5337 -1.7734
H: -0.8954 -0.8997 -1.4583
H: -1.3069 -2.8427 -0.4595
O: -2.8586 0.4467 -0.4202
H: -2.3599 0.5491 -1.2339
H: -2.8634 1.3084 0.0058

Löwdin atomic charge list, values in e, 2 entries:
1. C -0.10
2. C -0.32

So which one wins? Going from most stable to least: <iii>, <ii>, <i>.